No. 1
Below is an isolated molecule of C5H3ClS2 in a non-equilibrium geometry, with properties calculated with ωB97M-V with the def2-TZVPD basis set.

The relative energy (zero: lowest compared OMol25 entry of this formula, charge and spin) is 160.8 kJ/mol. The SMILES is C#C/C=C(/Cl)C(=S)S. The calculation puts the calculated total energy at -39421.8971 eV. The calculation puts the gap between HOMO and LUMO at 7.55 eV.

Positions of all 11 atoms, in Å:
C1 -0.192058 1.780786 1.964727
C2 -0.689839 1.320828 1.013402
C3 -1.143296 0.591711 -0.116206
C4 -0.445255 -0.413896 -0.689486
Cl1 -1.493757 -1.192310 -2.047408
C5 0.787485 -1.341807 -0.231544
S1 0.549726 -1.468722 1.418946
S2 2.113972 -1.815820 -1.217720
H1 0.444270 2.335763 2.597399
H2 -2.063874 0.891944 -0.503231
H3 2.132625 -0.688478 -2.188879

Forces on atoms 1 to 2 (eV/Å):
C 1.776 2.010 2.421
C -1.139 -1.950 -2.811

---

No. 2
Below is a cluster of 17 separate species, C82H215N17O24 in total in a non-equilibrium geometry, with properties calculated with ωB97M-V with the def2-TZVPD basis set.

The relative energy (zero: lowest compared OMol25 entry of this formula, charge and spin) is 476.8 kJ/mol. The calculation puts the calculated total energy at -162973.5393 eV. The calculation puts the gap between HOMO and LUMO at 8.86 eV.

Positions of all 338 atoms, in Å:
C1 -2.083384 8.423565 -1.466339
O1 -2.504176 7.256398 -2.111593
C2 -3.048052 7.491950 -3.427448
C3 -3.733709 6.215343 -3.865760
N1 -2.773137 5.170989 -4.215374
C4 -3.330009 3.856885 -4.463832
C5 -2.238348 2.846705 -4.553949
O2 -1.762261 2.666138 -3.237244
C6 -0.673382 1.757266 -3.223208
H1 -1.321115 9.023315 -1.936048
H2 -1.742468 8.003641 -0.524481
H3 -2.875860 9.139819 -1.255595
H4 -2.238600 7.840645 -4.079170
H5 -3.837236 8.245764 -3.341815
H6 -4.332744 6.295099 -4.784530
H7 -4.434416 5.875959 -3.111197
H8 -2.145572 5.109094 -3.412609
H9 -3.970584 3.911825 -5.424769
H10 -3.924645 3.382898 -3.619468
H11 -1.426970 3.205314 -5.197508
H12 -2.610376 1.880973 -4.908180
H13 -0.121059 1.775137 -2.285736
H14 -0.035598 2.095919 -4.083431
H15 -1.087879 0.814485 -3.361527
C7 -0.112651 -8.581446 -7.033890
O3 -1.440165 -8.248369 -6.596478
C8 -2.203929 -7.887947 -7.764371
C9 -3.701377 -7.897185 -7.450013
N2 -4.080521 -7.051871 -6.320328
C10 -3.628810 -5.690773 -6.270233
C11 -3.986408 -4.996670 -4.966395
O4 -3.137046 -5.546406 -3.933590
C12 -3.719443 -5.209039 -2.663382
H16 0.393415 -8.652125 -6.079329
H17 0.305152 -7.867572 -7.707243
H18 -0.068049 -9.583802 -7.517426
H19 -2.061457 -8.610656 -8.569697
H20 -1.986037 -6.921486 -8.133000
H21 -3.983327 -8.871029 -7.116780
H22 -4.286114 -7.595593 -8.319956
H23 -3.922401 -7.551804 -5.445702
H24 -4.146809 -5.107238 -7.043732
H25 -2.550666 -5.704288 -6.392584
H26 -5.048257 -5.183816 -4.747573
H27 -3.865818 -3.923488 -5.121905
H28 -3.156000 -5.734877 -1.916803
H29 -4.750188 -5.555251 -2.558000
H30 -3.665510 -4.102790 -2.459110
C13 -2.971603 2.386675 -0.461546
O5 -3.290566 3.707529 -0.060573
C14 -2.504973 4.125012 1.003543
C15 -3.023740 3.596920 2.295404
N3 -4.237769 4.315042 2.849987
C16 -4.090514 5.639369 3.376893
C17 -3.913309 5.606924 4.953810
O6 -3.660454 6.937133 5.373288
C18 -3.508945 7.003460 6.756698
H31 -1.919047 2.252474 -0.567611
H32 -3.397674 2.177329 -1.423361
H33 -3.287981 1.548377 0.219357
H34 -2.685027 5.160201 1.028350
H35 -1.426652 3.896106 0.895733
H36 -2.220075 3.701806 3.107049
H37 -3.275133 2.529161 2.229276
H38 -4.999163 4.304185 2.185287
H39 -4.951005 6.309236 3.070232
H40 -3.249205 6.133254 2.975821
H41 -3.077725 5.042108 5.325625
H42 -4.787415 5.113879 5.436661
H43 -3.255062 8.070877 6.882151
H44 -2.590911 6.418935 7.119041
H45 -4.395612 6.637309 7.316186
C19 -0.270026 -7.196153 -2.033230
O7 -0.115597 -6.047446 -1.303742
C20 -0.294119 -6.199945 0.086662
C21 -0.312800 -4.841617 0.796827
N4 -0.426292 -5.124432 2.259391
C22 -0.472074 -3.848549 3.026461
C23 -0.047251 -4.125584 4.446347
O8 -0.214367 -2.883583 5.101185
C24 0.235203 -2.987858 6.443473
H46 -1.252504 -7.632000 -1.855800
H47 0.529028 -7.919754 -1.917775
H48 -0.233689 -6.768370 -3.045586
H49 0.569970 -6.794532 0.468033
H50 -1.242604 -6.765038 0.240655
H51 -1.146362 -4.189963 0.383451
H52 0.615154 -4.317463 0.535400
H53 -1.147218 -5.869412 2.449591
H54 -1.460354 -3.385361 2.996491
H55 0.128715 -3.060012 2.513662
H56 0.996307 -4.427103 4.405819
H57 -0.696834 -4.962018 4.805296
H58 1.293897 -3.010278 6.531329
H59 -0.119521 -3.962810 6.950721
H60 -0.234169 -2.171930 7.031282
C25 8.427733 -1.667339 1.496999
O9 7.291232 -1.018245 0.824268
C26 6.365463 -0.539470 1.808834
C27 5.047382 -0.275748 1.117515
N5 4.559135 -1.584781 0.555932
C28 4.585881 -1.705732 -0.879068
C29 3.644907 -2.791308 -1.272571
O10 4.011521 -3.996567 -0.495564
C30 3.370547 -5.167140 -0.963136
H61 8.922480 -2.244230 0.713794
H62 8.096553 -2.407098 2.265496
H63 9.036674 -0.839498 1.965724
H64 6.667363 0.416373 2.233740
H65 6.177617 -1.190783 2.629569
H66 5.135604 0.411728 0.300894
H67 4.287178 0.138786 1.809088
H68 5.086707 -2.367737 0.945272
H69 5.582432 -1.970557 -1.273352
H70 4.246720 -0.782841 -1.391913
H71 3.648955 -2.960292 -2.366735
H72 2.582667 -2.474611 -0.992772
H73 3.806920 -5.583694 -1.914507
H74 2.276652 -5.029173 -1.237023
H75 3.387928 -5.933810 -0.199861
C31 1.160433 5.460224 3.375979
O11 0.979913 4.935425 4.714695
C32 -0.367721 4.872260 5.112119
C33 -0.274050 4.052942 6.423571
N6 0.360145 2.776382 6.186272
C34 0.331363 1.893928 7.353836
C35 1.321606 2.314496 8.468000
O12 2.581660 2.198562 7.787151
C36 3.666594 2.672205 8.488923
H76 2.252896 5.445981 3.180578
H77 0.845038 6.544929 3.389188
H78 0.621366 4.854387 2.637335
H79 -0.952728 4.400696 4.321997
H80 -0.786260 5.904720 5.286954
H81 -1.283396 3.856402 6.825188
H82 0.185698 4.654212 7.220889
H83 1.287119 2.957450 5.881124
H84 0.677127 0.936307 6.985942
H85 -0.713416 1.829521 7.668044
H86 1.288092 1.490059 9.287277
H87 1.086616 3.287719 8.926078
H88 3.794799 3.755723 8.430126
H89 4.615545 2.265056 8.087201
H90 3.619472 2.290319 9.543085
C37 3.729507 7.579917 0.947691
O13 3.249529 6.892347 -0.206454
C38 1.852091 7.059833 -0.515332
C39 1.512784 6.094458 -1.718240
N7 2.224367 6.469923 -2.919379
C40 2.165461 5.457853 -3.994164
C41 2.595000 4.055641 -3.651615
O14 3.741743 4.145749 -2.832951
C42 4.528444 2.936426 -2.944401
H91 2.988173 7.561204 1.747710
H92 3.986028 8.660735 0.691863
H93 4.673683 7.101877 1.214891
H94 1.630645 8.082302 -0.812405
H95 1.279344 6.798163 0.401687
H96 0.450194 6.171968 -1.874072
H97 1.689607 5.086044 -1.407775
H98 3.244304 6.608507 -2.732560
H99 2.870904 5.781435 -4.763400
H100 1.236347 5.540623 -4.520301
H101 2.921137 3.431530 -4.502283
H102 1.790862 3.500304 -3.177154
H103 4.035958 1.977723 -2.784859
H104 5.384575 3.021477 -2.271440
H105 4.916346 2.968161 -3.977728
C43 7.145459 3.268558 1.338213
C44 5.720409 3.362181 0.769530
C45 4.797341 3.631878 1.943556
O15 4.525600 2.383278 2.576409
C46 3.953422 2.567039 3.809858
N8 5.758806 4.360728 -0.363182
H106 7.635281 4.250600 1.307981
H107 7.791039 2.599341 0.754454
H108 7.111943 3.012228 2.379304
H109 5.424591 2.385244 0.404762
H110 3.867766 4.165011 1.658796
H111 5.365179 4.209934 2.713350
H112 3.276768 3.440712 3.924029
H113 4.795008 2.612844 4.563576
H114 3.386926 1.685308 4.006157
H115 6.579247 4.981396 -0.360156
H116 4.826705 4.835948 -0.403601
C47 6.212552 0.147176 5.609371
C48 4.960289 -0.414699 6.290167
C49 4.360511 -1.619044 5.623175
O16 4.029227 -1.288539 4.336061
C50 3.201148 -2.280066 3.725559
N9 5.246674 -0.746685 7.742347
H117 6.685620 0.927909 6.128428
H118 5.946092 0.522844 4.594539
H119 6.898760 -0.650458 5.464580
H120 4.151666 0.371920 6.364758
H121 3.505608 -1.837983 6.199288
H122 5.076116 -2.523832 5.675590
H123 2.293678 -2.413126 4.297871
H124 3.802490 -3.151030 3.569068
H125 3.042639 -1.895546 2.738534
H126 4.460193 -1.240239 8.175434
H127 5.980967 -1.442464 7.872694
C51 1.218723 2.667020 -6.860754
C52 2.581864 2.725435 -7.521807
C53 3.511065 1.511066 -7.282419
O17 3.782992 1.304076 -5.959803
C54 4.385417 0.019364 -5.759735
N10 2.298794 3.055852 -8.831919
H128 0.595112 3.594660 -6.888307
H129 1.389202 2.262376 -5.862165
H130 0.579091 1.916166 -7.374215
H131 3.154529 3.569176 -7.118066
H132 4.439305 1.577758 -7.909738
H133 3.030317 0.649704 -7.733149
H134 3.665436 -0.666835 -5.278730
H135 5.348572 0.131057 -5.212930
H136 4.620545 -0.392168 -6.716557
H137 2.021018 2.247118 -9.364213
H138 3.114826 3.474262 -9.289354
C55 -3.298583 -0.666386 5.385074
C56 -4.060115 -0.468179 4.079410
C57 -4.952386 0.872016 4.076470
O18 -6.015177 0.889397 4.970547
C58 -6.935508 -0.200410 4.649941
N11 -3.151066 -0.299837 2.975182
H139 -2.893042 0.290644 5.729600
H140 -2.578725 -1.433702 5.201387
H141 -4.011042 -0.939691 6.159639
H142 -4.643651 -1.342418 3.994789
H143 -5.410347 0.816543 3.094336
H144 -4.349376 1.788880 4.230980
H145 -7.332738 -0.170965 3.617512
H146 -7.888958 -0.180899 5.193182
H147 -6.423317 -1.171960 4.719063
H148 -3.497420 0.197270 2.149762
H149 -2.257870 0.071138 3.332921
C59 -6.037618 -0.917777 -3.530139
C60 -5.148949 -0.441062 -4.755591
C61 -3.679170 -0.462644 -4.319080
O19 -3.332049 -1.769855 -3.899206
C62 -1.951120 -2.028357 -4.011533
N12 -5.523390 -1.265831 -5.894187
H150 -7.011583 -1.191981 -3.856113
H151 -6.218060 -0.211899 -2.700949
H152 -5.533326 -1.782604 -3.086154
H153 -5.348690 0.615857 -5.055053
H154 -3.469348 0.238836 -3.494761
H155 -3.178848 -0.216151 -5.249994
H156 -1.527347 -1.736758 -5.024918
H157 -1.819234 -3.087555 -3.840107
H158 -1.328833 -1.471466 -3.302937
H159 -6.036398 -2.090214 -5.662470
H160 -4.777774 -1.559112 -6.462548
C63 7.177842 -5.407549 3.693320
C64 6.391050 -6.581484 3.122850
C65 4.874305 -6.447036 3.474564
O20 4.220380 -7.547671 2.883622
C66 2.848341 -7.713362 2.852384
N13 6.602906 -6.542457 1.685906
H161 8.154061 -5.518778 3.283160
H162 7.169973 -5.526664 4.768402
H163 6.754970 -4.494805 3.235593
H164 6.740559 -7.517305 3.501814
H165 4.435020 -5.616725 2.965986
H166 4.657949 -6.405490 4.558288
H167 2.607085 -8.790212 2.866573
H168 2.379783 -7.235616 1.964124
H169 2.368694 -7.295220 3.745852
H170 6.095680 -5.784783 1.300204
H171 6.177568 -7.357194 1.254686
C67 -0.020110 -3.730556 -6.330917
C68 1.181737 -4.161282 -5.460201
C69 1.231978 -3.232855 -4.274563
O21 1.190766 -1.902864 -4.666622
C70 1.427902 -0.941386 -3.651853
N14 1.014949 -5.510208 -4.912203
H172 -0.006693 -4.303342 -7.231957
H173 -0.031749 -2.706024 -6.638332
H174 -0.894624 -3.951442 -5.706122
H175 2.094687 -4.092847 -6.025357
H176 2.161007 -3.437621 -3.742174
H177 0.411608 -3.479360 -3.547001
H178 2.383380 -1.201027 -3.113646
H179 0.624479 -1.028958 -2.962608
H180 1.430792 0.080035 -4.051336
H181 0.024085 -5.647802 -4.652182
H182 1.210144 -6.140617 -5.709392
C71 -0.455734 -0.890558 0.997475
C72 0.433061 -0.054368 1.903010
C73 1.668051 0.528298 1.059152
O22 1.168580 1.525948 0.126999
C74 2.230471 1.906816 -0.765344
N15 -0.347657 1.007109 2.564334
H183 0.136227 -1.680970 0.592155
H184 -0.986110 -0.318636 0.188586
H185 -1.241668 -1.268970 1.632032
H186 0.824513 -0.664066 2.714946
H187 2.327943 -0.219325 0.505760
H188 2.351439 1.089300 1.715787
H189 2.395070 1.214554 -1.627811
H190 3.174544 1.989442 -0.221072
H191 1.957151 2.913777 -1.161709
H192 -0.622305 1.567508 1.781638
H193 0.142035 1.582760 3.268114
C75 -7.903041 1.691905 -0.280292
C76 -6.479483 2.137321 -0.559723
C77 -6.569742 3.230367 -1.658452
O23 -7.213039 2.722117 -2.791882
C78 -7.700822 3.584275 -3.709846
N16 -5.931737 2.653011 0.636947
H194 -8.256448 1.167718 -1.187787
H195 -8.577755 2.537753 -0.176237
H196 -7.939673 1.098668 0.690937
H197 -5.905930 1.266706 -0.982950
H198 -5.608899 3.626037 -1.950578
H199 -7.218605 4.027807 -1.260456
H200 -8.405270 4.211270 -3.259073
H201 -8.228245 3.113890 -4.513873
H202 -6.825996 4.188510 -4.117476
H203 -6.170259 2.088445 1.462672
H204 -4.956194 2.788412 0.553081
C79 -3.878240 -1.815086 -0.245320
C80 -4.789349 -2.916146 0.280926
C81 -4.106028 -3.734666 1.383029
O24 -5.164377 -4.496640 1.945149
C82 -4.812262 -5.372632 3.015814
N17 -5.961886 -2.181697 0.813118
H205 -4.431516 -1.207895 -0.909060
H206 -2.961856 -2.167141 -0.733628
H207 -3.651867 -1.161578 0.642289
H208 -5.109829 -3.637883 -0.518543
H209 -3.803423 -3.012250 2.153519
H210 -3.226978 -4.341437 1.098712
H211 -4.026635 -5.984525 2.654301
H212 -5.744889 -5.955154 3.188041
H213 -4.540418 -4.866822 3.951096
H214 -6.586125 -2.767280 1.337441
H215 -5.640908 -1.512843 1.568083

Forces on atoms 1 to 2 (eV/Å):
C -0.274 -0.448 1.103
O -0.349 0.111 -1.372

---

> Look up the gap between HOMO and LUMO of the first one.

7.55 eV

---

> Among the records above, which one has the lowest calculated total energy?

C82H215N17O24

---

> Which of these has the lowest gap between HOMO and LUMO?

C5H3ClS2

---

Repeat the first record exactly.
Below is an isolated molecule of C5H3ClS2 in a non-equilibrium geometry, with properties calculated with ωB97M-V with the def2-TZVPD basis set.

The relative energy (zero: lowest compared OMol25 entry of this formula, charge and spin) is 160.8 kJ/mol. The SMILES is C#C/C=C(/Cl)C(=S)S. The calculation puts the calculated total energy at -39421.8971 eV. The calculation puts the gap between HOMO and LUMO at 7.55 eV.

Positions of all 11 atoms, in Å:
C1 -0.192058 1.780786 1.964727
C2 -0.689839 1.320828 1.013402
C3 -1.143296 0.591711 -0.116206
C4 -0.445255 -0.413896 -0.689486
Cl1 -1.493757 -1.192310 -2.047408
C5 0.787485 -1.341807 -0.231544
S1 0.549726 -1.468722 1.418946
S2 2.113972 -1.815820 -1.217720
H1 0.444270 2.335763 2.597399
H2 -2.063874 0.891944 -0.503231
H3 2.132625 -0.688478 -2.188879

Forces on atoms 1 to 2 (eV/Å):
C 1.776 2.010 2.421
C -1.139 -1.950 -2.811